The following is a quantum chemistry calculation of C13H8Cl3FN3O7V as an isolated structure, from OMol25.

XYZ file:
```
36
Properties=species:S:1:pos:R:3:mulliken_charge:R:1
C 1.07215 -4.74472 1.28420 -0.1183
O -1.59306 -1.85033 -5.09464 -0.5065
C -3.79618 -1.69644 -3.46014 -0.4273
C -4.60180 -0.91058 -1.31794 -0.9650
N 0.47401 -2.10712 0.65743 0.4289
O -1.58880 -0.24504 0.89588 -0.4173
H 2.43622 -1.66922 1.21045 0.3306
C -2.22419 -1.02609 -1.75838 0.7475
V -0.19407 -0.23552 0.04246 0.8801
N -1.38656 -1.92849 -3.91560 0.9573
H -1.44546 -2.79123 0.19335 0.3168
N -6.22943 -1.57541 -3.04361 1.0440
C -2.49707 -1.53259 -3.02090 -0.2220
C 2.63004 1.21761 0.52704 -0.2856
Cl 1.57697 0.73130 1.89142 -0.0325
H -5.44170 -0.68481 -0.67205 0.6308
C -3.14850 -0.24795 0.48547 0.5555
C -3.28618 -0.72733 -0.88894 0.8786
H 3.66292 1.18243 0.85512 0.3907
F -0.04401 1.43579 -0.33749 -0.3139
H -4.00226 -2.06459 -4.45848 0.6597
O -3.86077 0.10264 1.31597 -0.2827
C -0.19201 -4.39152 0.83616 -0.8969
C -4.82393 -1.38472 -2.59176 -0.3910
O -6.37283 -1.99881 -4.16191 -0.5560
Cl 2.40501 0.05816 -0.81112 -0.0136
O -0.94148 -0.78399 -1.38662 -0.3826
H 1.31521 -5.77082 1.52809 0.4913
C 2.02877 -3.74872 1.42141 -0.1356
C 1.69862 -2.44475 1.10030 -0.0404
C -0.46229 -3.07799 0.53535 0.1218
H -0.96846 -5.13465 0.72257 0.4388
O -7.08513 -1.28160 -2.24536 -0.5636
Cl 3.60326 -4.09237 1.97664 -0.1376
H 2.32461 2.20167 0.19193 0.3706
O -0.37405 -2.31726 -3.36648 -0.5547
```

Its strongest force on any atom is 0.0133 Eh/bohr. As for the net charge: +2. The value obtained for the LUMO energy is -10.524 eV.